i | A cluster of 2 separate species, CH3N3O3 in total. Source: the OMol25 dataset; level of theory: ωB97M-V/def2-TZVPD.

Summary:
- Gap between HOMO and LUMO (alpha / beta): 0.308 / 0.322 Ha
- Net charge: 0

Last column: natural (NBO) charge in e.
Geometry (Å):
C: 1.596 1.307 0.147  0.865
N: -0.546 0.815 -0.760  -0.271
N: 0.668 1.241 -0.635  -0.338
N: -1.059 -1.100 0.952  -0.505
O: 2.555 1.713 0.666  -0.467
O: 1.063 -1.062 -0.090  -0.324
O: -0.229 -0.997 -0.248  -0.010
H: -0.823 0.741 -1.676  0.342
H: -1.823 -0.555 0.643  0.354
H: -1.402 -2.104 1.001  0.354

ii | The molecule CH3N3O3. Source: the OMol25 dataset; level of theory: ωB97M-V/def2-TZVPD.

Summary:
- Gap between HOMO and LUMO: 0.372 Ha
- Net charge: 0
- SMILES string: NO/C=N/[N+](=O)[O-]

Last column: natural (NBO) charge in e.
Geometry (Å):
N: -2.542 -0.665 -0.143  -0.475
O: -1.196 0.127 0.032  -0.448
C: 0.142 0.190 -0.125  0.465
N: 1.219 -0.542 -0.066  -0.388
N: 2.421 0.141 -0.072  0.634
O: 3.160 -0.175 -0.918  -0.332
O: 2.650 0.868 0.863  -0.393
H: -3.223 0.164 0.059  0.376
H: -2.756 -1.451 0.546  0.370
H: 0.126 1.343 -0.174  0.191

ii (76.5 kJ/mol below the next structure)

i | A cluster of 2 separate species, C2HClF2S in total. Source: the OMol25 dataset; level of theory: ωB97M-V/def2-TZVPD.

Summary:
- Gap between HOMO and LUMO (alpha / beta): 0.272 / 0.275 Ha
- Net charge: 0

Last column: natural (NBO) charge in e.
Geometry (Å):
C: -1.746 -0.240 -0.637  -0.330
C: 1.436 0.233 0.172  0.511
F: 1.059 -1.003 0.515  -0.334
F: 1.745 1.049 1.205  -0.320
S: -1.753 1.281 -0.242  0.172
Cl: -2.187 -1.724 -0.151  0.157
H: 1.447 0.405 -0.862  0.143

ii | The molecule C2HClF2S. Source: the OMol25 dataset; level of theory: ωB97M-V/def2-TZVPD.

Summary:
- Gap between HOMO and LUMO: 0.320 Ha
- Net charge: 0
- SMILES string: FC(F)C(=S)Cl

Last column: natural (NBO) charge in e.
Geometry (Å):
F: 0.698 1.133 -1.068  -0.282
C: -0.155 0.707 -0.170  0.494
F: 0.144 1.247 1.203  -0.381
C: 0.027 -0.808 0.058  -0.227
S: -1.223 -1.839 0.072  0.164
Cl: 1.731 -1.255 0.167  0.053
H: -1.223 0.816 -0.260  0.179

iii | The molecule C2HClF2S. Source: the OMol25 dataset; level of theory: ωB97M-V/def2-TZVPD.

Summary:
- Gap between HOMO and LUMO: 0.342 Ha
- Net charge: 0
- SMILES string: F/C=C(\Cl)SF

Last column: natural (NBO) charge in e.
Geometry (Å):
F: 1.735 -1.600 -0.067  -0.310
C: 1.045 -0.445 0.140  0.217
C: -0.230 -0.198 0.111  -0.315
Cl: -1.616 -1.245 -0.240  0.045
S: -0.694 1.467 0.551  0.656
F: -1.947 1.723 -0.569  -0.473
H: 1.706 0.297 0.074  0.180

ii (94.3 kJ/mol below the next structure)

i | A cluster of 2 separate species, C2HClF2S in total. Source: the OMol25 dataset; level of theory: ωB97M-V/def2-TZVPD.

Summary:
- Gap between HOMO and LUMO (alpha / beta): 0.286 / 0.273 Ha
- Net charge: 0

Last column: natural (NBO) charge in e.
Geometry (Å):
C: -0.224 0.266 -0.798  -0.416
C: 0.587 -0.075 0.267  0.758
F: 1.322 0.659 0.992  -0.258
F: 0.943 -1.351 0.386  -0.294
S: -0.560 -0.845 -1.921  0.168
Cl: -1.062 1.807 -0.710  0.033
H: -1.007 -0.461 1.784  0.008

ii | A cluster of 2 separate species, C2HClF2S in total. Source: the OMol25 dataset; level of theory: ωB97M-V/def2-TZVPD.

Summary:
- Gap between HOMO and LUMO: 0.276 Ha
- Net charge: 0
- SMILES string: FC(F)=C=S.Cl

Last column: natural (NBO) charge in e.
Geometry (Å):
F: 1.189 -0.287 0.965  -0.307
C: 0.679 0.915 0.668  0.593
F: 0.827 1.738 1.731  -0.295
C: -0.035 1.036 -0.398  -0.261
S: -0.877 1.182 -1.684  0.270
Cl: -1.243 -1.983 -1.104  -0.284
H: -0.540 -2.602 -0.177  0.284

ii (215.0 kJ/mol below the next structure)

i | A structure of composition C23H24N7O2RuSeSi. Source: the OMol25 dataset; level of theory: ωB97M-V/def2-TZVPD.

Summary:
- Gap between HOMO and LUMO (alpha / beta): 0.196 / 0.204 Ha
- Net charge: 0
- Multiplicity: 6
- ⟨S²⟩: 8.78

Last column: natural (NBO) charge in e.
Geometry (Å):
Ru: -0.655 -0.370 -0.476  1.364
O: -1.965 -1.774 -1.252  -0.769
C: -1.790 -3.000 -1.561  0.478
C: -2.921 -3.780 -1.912  -0.308
C: -2.795 -5.084 -2.302  -0.167
C: -1.533 -5.687 -2.356  -0.277
C: -0.418 -4.971 -2.005  -0.136
C: -0.494 -3.623 -1.597  -0.254
C: 0.701 -2.951 -1.240  0.136
N: 0.862 -1.724 -0.791  -0.369
N: 2.118 -1.394 -0.500  -0.459
C: 2.299 -0.252 0.143  0.568
O: 1.359 0.449 0.612  -0.739
C: 3.697 0.209 0.264  -0.043
C: 3.912 1.560 0.522  -0.193
C: 5.192 2.074 0.574  -0.222
C: 6.277 1.231 0.397  -0.209
C: 6.072 -0.119 0.159  -0.209
C: 4.791 -0.633 0.084  -0.200
H: -3.883 -3.292 -1.861  0.215
H: -3.673 -5.649 -2.574  0.211
H: -1.441 -6.714 -2.672  0.213
H: 0.550 -5.445 -2.047  0.208
H: 1.624 -3.525 -1.344  0.193
H: 3.047 2.189 0.652  0.223
H: 5.350 3.132 0.734  0.210
H: 7.283 1.626 0.449  0.209
H: 6.923 -0.764 0.005  0.208
H: 4.629 -1.679 -0.115  0.230
N: -1.276 -1.583 3.813  -0.330
C: -0.345 -1.501 2.850  0.234
N: -0.852 -0.897 1.808  -0.499
C: -2.150 -0.596 2.166  0.262
N: -2.428 -1.018 3.400  -0.234
C: -3.005 0.065 1.243  0.116
C: -4.392 0.168 1.400  0.048
N: -5.183 0.688 0.498  -0.350
C: -4.597 1.116 -0.649  0.001
C: -3.241 1.074 -0.833  0.019
N: -2.401 0.608 0.111  -0.460
H: -1.219 -1.993 4.734  0.431
H: 0.656 -1.873 2.929  0.236
H: -4.843 -0.209 2.307  0.215
H: -5.260 1.506 -1.406  0.215
H: -2.791 1.470 -1.739  0.247
C: -1.391 4.549 -1.077  -1.108
Si: -0.095 3.388 -0.276  1.459
C: 1.538 4.380 -0.189  -1.112
C: -0.589 2.800 1.470  -1.132
Se: 0.133 1.611 -1.798  -0.513
H: -1.446 5.474 -0.514  0.231
H: -2.389 4.124 -1.116  0.227
H: -1.091 4.795 -2.092  0.244
H: 1.306 5.426 -0.020  0.233
H: 2.107 4.305 -1.110  0.248
H: 2.174 4.056 0.627  0.233
H: -0.435 3.590 2.200  0.238
H: 0.017 1.943 1.756  0.267
H: -1.631 2.497 1.517  0.223

ii | A structure of composition C23H24N7O2RuSeSi. Source: the OMol25 dataset; level of theory: ωB97M-V/def2-TZVPD.

Summary:
- Gap between HOMO and LUMO (alpha / beta): 0.177 / 0.199 Ha
- Net charge: 0
- Multiplicity: 6
- ⟨S²⟩: 8.83

Last column: natural (NBO) charge in e.
Geometry (Å):
Ru: -0.956 0.269 0.039  1.165
O: -0.556 0.134 -2.186  -0.641
C: -0.419 -0.947 -2.807  0.465
C: -0.786 -1.029 -4.197  -0.246
C: -0.593 -2.167 -4.901  -0.155
C: -0.006 -3.333 -4.307  -0.252
C: 0.363 -3.305 -3.009  -0.140
C: 0.158 -2.139 -2.198  -0.202
C: 0.564 -2.216 -0.874  0.132
N: 0.355 -1.326 0.104  -0.254
N: 0.885 -1.728 1.253  -0.340
C: 0.682 -0.826 2.263  0.591
O: 0.025 0.220 2.167  -0.605
C: 1.286 -1.181 3.580  -0.080
C: 1.313 -0.201 4.568  -0.184
C: 1.839 -0.489 5.818  -0.217
C: 2.327 -1.762 6.089  -0.190
C: 2.297 -2.743 5.105  -0.221
C: 1.781 -2.455 3.850  -0.180
H: -1.212 -0.142 -4.648  0.222
H: -0.882 -2.198 -5.946  0.217
H: 0.142 -4.226 -4.900  0.220
H: 0.811 -4.178 -2.547  0.214
H: 1.103 -3.103 -0.558  0.208
H: 0.921 0.783 4.340  0.236
H: 1.867 0.278 6.582  0.217
H: 2.732 -1.989 7.067  0.215
H: 2.676 -3.735 5.317  0.216
H: 1.755 -3.207 3.072  0.233
N: -3.581 3.375 -1.012  -0.335
C: -3.472 2.133 -0.589  0.246
N: -2.189 1.882 -0.403  -0.534
C: -1.528 3.055 -0.749  0.322
N: -2.367 4.002 -1.128  -0.293
C: -0.107 3.051 -0.646  -0.026
C: 0.737 4.093 -1.037  0.074
N: 2.045 4.064 -0.904  -0.449
C: 2.555 2.904 -0.343  -0.087
C: 1.776 1.862 0.037  -0.006
N: 0.422 1.889 -0.086  -0.527
H: -4.421 3.871 -1.255  0.422
H: -4.288 1.450 -0.411  0.243
H: 0.293 4.983 -1.477  0.198
H: 3.627 2.857 -0.208  0.196
H: 2.210 0.967 0.469  0.198
C: -4.658 -2.798 2.762  -1.137
Si: -3.242 -1.623 2.952  1.538
C: -3.759 -0.091 3.847  -1.144
C: -1.804 -2.425 3.784  -1.150
Se: -2.752 -1.111 0.783  -0.584
H: -5.063 -3.060 3.747  0.238
H: -4.331 -3.714 2.264  0.246
H: -5.457 -2.348 2.166  0.245
H: -4.200 -0.349 4.818  0.237
H: -4.504 0.456 3.263  0.241
H: -2.902 0.568 4.018  0.249
H: -2.099 -2.805 4.769  0.241
H: -0.985 -1.714 3.925  0.244
H: -1.438 -3.261 3.183  0.246

ii (17.8 kJ/mol below the next structure)

i | The ion C4H13N2S2 with charge +1. Source: the OMol25 dataset; level of theory: ωB97M-V/def2-TZVPD.

Summary:
- Gap between HOMO and LUMO: 0.350 Ha
- Net charge: +1
- SMILES string: CNC[C@H]([NH3+])CSS

Last column: natural (NBO) charge in e.
Geometry (Å):
C: 2.019 -0.044 -1.457  -0.446
N: 0.657 -0.300 -1.901  -0.660
C: -0.058 -1.222 -0.983  -0.272
C: -0.786 -0.380 0.089  -0.064
N: -1.195 0.906 -0.565  -0.691
C: 0.013 0.032 1.356  -0.554
S: -0.914 1.349 2.282  0.022
S: -0.861 0.874 4.274  -0.035
H: 2.011 0.893 -0.861  0.170
H: 2.540 -0.757 -0.812  0.205
H: 2.647 0.383 -2.290  0.237
H: 0.801 -0.717 -2.823  0.391
H: -0.754 -1.849 -1.552  0.233
H: 0.471 -2.091 -0.549  0.224
H: -1.712 -0.928 0.399  0.240
H: -0.432 1.623 -0.593  0.453
H: -1.899 1.383 0.046  0.450
H: -1.617 0.772 -1.479  0.456
H: 0.940 0.506 0.992  0.227
H: 0.227 -0.885 1.945  0.274
H: -2.097 0.452 4.483  0.140

ii | A structure of composition C4H13N2S2. Source: the OMol25 dataset; level of theory: ωB97M-V/def2-TZVPD.

Summary:
- Gap between HOMO and LUMO: 0.199 Ha
- Net charge: +1

Last column: natural (NBO) charge in e.
Geometry (Å):
S: -2.964 0.102 0.724  -0.036
S: 2.678 -0.281 -0.025  0.458
C: 1.588 -1.352 -1.031  -0.538
C: 0.220 -0.636 -0.954  -0.066
C: 0.149 0.241 0.283  -0.247
N: 1.050 1.377 0.137  -0.232
C: 1.725 1.843 1.443  -0.459
N: -0.832 -1.602 -0.892  -0.848
H: -5.790 0.270 0.849  -0.012
H: 2.060 -1.329 -2.013  0.255
H: 1.579 -2.393 -0.714  0.284
H: 0.189 -0.093 -1.912  0.214
H: 0.495 -0.412 1.089  0.230
H: -0.919 0.516 0.486  0.219
H: 1.932 0.945 -0.371  0.228
H: 1.991 1.122 2.203  0.237
H: 2.575 2.386 1.041  0.234
H: 1.042 2.646 1.715  0.255
H: -1.056 -2.202 -1.671  0.401
H: -6.028 0.002 0.168  0.040
H: -1.682 -1.152 -0.555  0.381

i (857.1 kJ/mol below the next structure)

i | The ion C4H9N2 with charge +1. Source: the OMol25 dataset; level of theory: ωB97M-V/def2-TZVPD.

Summary:
- Gap between HOMO and LUMO: 0.348 Ha
- Net charge: +1
- SMILES string: C/C=C/[NH+]=C/N

Last column: natural (NBO) charge in e.
Geometry (Å):
C: -3.079 -0.008 0.001  -0.619
C: -1.481 -0.175 -0.014  -0.113
C: -0.288 0.526 0.023  -0.091
N: 0.918 -0.165 0.013  -0.493
C: 2.095 0.395 -0.021  0.387
N: 3.244 -0.249 0.002  -0.712
H: -3.429 -0.257 -0.995  0.244
H: -3.446 -0.734 0.714  0.240
H: -3.376 0.999 0.268  0.233
H: -1.293 -1.248 -0.081  0.173
H: -0.226 1.602 0.077  0.224
H: 0.829 -1.180 0.044  0.428
H: 2.121 1.478 -0.079  0.232
H: 4.106 0.272 -0.024  0.441
H: 3.305 -1.257 0.072  0.427

ii | The ion C4H9N2 with charge +1. Source: the OMol25 dataset; level of theory: ωB97M-V/def2-TZVPD.

Summary:
- Gap between HOMO and LUMO: 0.348 Ha
- Net charge: +1
- SMILES string: C=[N+](C)/C=N\C

Last column: natural (NBO) charge in e.
Geometry (Å):
C: 1.319 1.196 0.628  0.134
N: 0.755 0.483 -0.250  -0.271
C: 1.250 -0.796 -0.689  -0.451
C: -0.547 0.915 -0.901  0.225
N: -1.685 0.589 -0.573  -0.289
C: -2.123 -0.233 0.490  -0.465
H: 0.907 2.156 0.899  0.234
H: 2.232 0.867 1.113  0.229
H: 2.228 -0.685 -1.159  0.255
H: 1.359 -1.473 0.163  0.251
H: 0.559 -1.231 -1.409  0.252
H: -0.358 1.553 -1.753  0.216
H: -2.543 -1.139 0.048  0.251
H: -1.357 -0.501 1.224  0.178
H: -2.951 0.286 0.972  0.251

i (129.2 kJ/mol below the next structure)

i | A cluster of 2 separate species, C3H8O2S in total. Source: the OMol25 dataset; level of theory: ωB97M-V/def2-TZVPD.

Summary:
- Gap between HOMO and LUMO: 0.365 Ha
- Net charge: 0
- SMILES string: O=CO.CCS

Last column: natural (NBO) charge in e.
Geometry (Å):
O: 1.303 2.710 -0.132  -0.577
C: 1.943 2.225 0.752  0.646
O: 1.584 1.140 1.456  -0.676
H: 2.912 2.591 1.107  0.112
H: 0.751 0.860 1.040  0.493
C: -1.445 -2.137 0.927  -0.618
C: -1.876 -1.266 -0.241  -0.529
S: -0.515 -1.094 -1.397  -0.041
H: -0.913 -1.615 1.675  0.207
H: -0.792 -2.974 0.665  0.216
H: -2.316 -2.612 1.381  0.219
H: -2.736 -1.720 -0.713  0.209
H: -2.268 -0.313 0.118  0.211
H: -1.085 -0.273 -2.291  0.128

ii | A cluster of 2 separate species, C3H8O2S in total. Source: the OMol25 dataset; level of theory: ωB97M-V/def2-TZVPD.

Summary:
- Gap between HOMO and LUMO: 0.367 Ha
- Net charge: 0
- SMILES string: O=CO.CCS

Last column: natural (NBO) charge in e.
Geometry (Å):
O: -1.464 1.816 -1.401  -0.581
C: -1.008 1.888 -2.515  0.635
O: 0.105 1.188 -2.787  -0.700
H: -1.597 2.472 -3.373  0.139
H: 0.029 0.342 -2.293  0.507
C: -0.550 -0.435 1.683  -0.637
C: 0.959 -0.636 1.485  -0.460
S: 1.461 -1.770 0.047  -0.107
H: -0.929 -0.234 0.649  0.222
H: -0.879 -1.416 1.973  0.214
H: -0.802 0.458 2.280  0.228
H: 1.467 -1.072 2.297  0.205
H: 1.602 0.255 1.195  0.216
H: 1.608 -2.856 0.760  0.118

i (76.0 kJ/mol below the next structure)

i | A structure of composition C5H11P. Source: the OMol25 dataset; level of theory: ωB97M-V/def2-TZVPD.

Summary:
- Gap between HOMO and LUMO: 0.362 Ha
- Net charge: 0

Last column: natural (NBO) charge in e.
Geometry (Å):
C: 0.053 -0.791 0.197  -0.485
C: -0.468 -1.718 -0.569  -0.195
C: -1.555 -1.535 -1.565  -0.645
C: 1.509 1.390 -0.375  -0.966
C: -0.131 1.316 1.827  -0.929
P: -0.218 0.976 0.018  0.796
H: 0.972 -1.011 1.257  0.182
H: -0.247 -2.795 -0.623  0.206
H: -2.563 -1.827 -1.146  0.225
H: -1.265 -2.164 -2.342  0.210
H: -1.604 -0.528 -1.992  0.221
H: 1.981 0.812 -1.173  0.241
H: 1.681 2.426 -0.599  0.233
H: 2.336 1.286 0.465  0.220
H: 0.616 0.667 2.257  0.219
H: -0.053 2.509 2.026  0.235
H: -1.045 0.988 2.338  0.231

ii | A cluster of 2 separate species, C5H11P in total. Source: the OMol25 dataset; level of theory: ωB97M-V/def2-TZVPD.

Summary:
- Gap between HOMO and LUMO: 0.338 Ha
- Net charge: 0
- SMILES string: C=CCC.C=P

Last column: natural (NBO) charge in e.
Geometry (Å):
C: 1.281 -2.034 0.394  -0.411
C: 1.683 -0.866 -0.102  -0.164
C: 0.977 0.510 0.232  -0.445
C: 0.527 1.387 -0.890  -0.609
H: 1.866 -2.895 0.246  0.195
H: 0.430 -2.141 1.197  0.187
H: 2.469 -0.854 -0.819  0.194
H: 0.064 0.348 0.881  0.215
H: 1.742 1.008 0.913  0.211
H: 0.293 2.320 -0.486  0.212
H: -0.392 1.020 -1.406  0.202
H: 1.249 1.682 -1.595  0.208
C: -2.216 -0.407 0.028  -0.704
P: -2.664 0.584 1.417  0.365
H: -2.290 -0.044 -0.948  0.198
H: -1.508 -1.159 0.220  0.198
H: -3.511 1.541 0.719  -0.051

i (57.7 kJ/mol below the next structure)